Entry 1:
Formula: C2H2FIO
Source: the OMol25 dataset
Level of theory: ωB97M-V/def2-TZVPD

```
7
Properties=species:S:1:pos:R:3:forces:R:3:mulliken_charge:R:1
F -0.082208 -1.293086 -0.673521 -0.821 -1.828 -0.282 -0.222
C 0.442014 -0.161628 -0.252784 2.209 1.470 -1.251 -0.107
C -0.146865 0.429896 0.780091 -1.172 -1.012 0.522 0.102
O -0.032955 1.619884 1.377593 0.095 0.848 0.515 -0.522
I 1.521062 2.806815 1.273503 0.396 -0.021 -0.290 0.251
H 1.343745 0.056536 -0.965853 -1.730 0.404 1.967 0.242
H -0.997185 -0.070557 1.338319 1.024 0.138 -1.182 0.255
```
Forces are in eV/Å.

Computed properties:
ΔE to the lowest compared entry with this formula, charge and spin: 1.692 eV
Kohn-Sham gap: 7.94 eV
E_HOMO: -8.9278 eV

Entry 2:
Formula: C34H67N5O7S7
Source: the OMol25 dataset
Level of theory: ωB97M-V/def2-TZVPD

```
120
Properties=species:S:1:pos:R:3:forces:R:3:mulliken_charge:R:1
C 3.421590 -0.894311 -6.386907 -0.590 0.436 1.027 -0.619
S 3.028754 0.864690 -6.003034 0.117 -1.203 1.902 0.403
O 1.618117 1.128747 -6.344362 -0.457 0.100 -0.886 -0.574
C 2.856137 0.473069 -4.191716 1.370 0.460 -0.310 -0.276
H 4.305417 -1.223110 -5.820733 -0.356 0.186 -0.076 0.291
H 3.616623 -0.990927 -7.421468 0.073 -0.140 -1.142 0.494
H 2.501891 -1.424238 -6.089902 0.449 -0.078 -0.160 -0.069
H 2.703318 1.459313 -3.722914 -0.195 -0.611 0.115 0.076
H 3.792797 0.009817 -3.821322 -0.337 0.457 -0.100 0.399
H 2.053138 -0.253922 -4.038903 -0.168 0.416 -0.270 -0.104
C 2.695934 -4.514398 -4.639696 0.685 0.935 0.765 -0.602
S 2.663101 -4.600817 -2.747292 0.308 0.109 -1.464 0.295
O 1.414908 -5.291365 -2.372430 -0.931 -0.982 0.366 -0.629
C 2.263747 -2.900210 -2.460545 1.528 0.594 0.265 0.261
H 1.826717 -3.934937 -4.975238 0.284 -0.094 0.185 -0.167
H 2.650209 -5.508093 -5.058645 -0.004 -0.408 0.218 0.425
H 3.661432 -4.039277 -4.967218 -0.910 -0.337 0.416 0.329
H 3.160593 -2.360924 -2.849116 -0.954 0.145 -0.064 0.306
H 2.295723 -2.726332 -1.368890 -0.333 -0.206 -0.447 0.045
H 1.294699 -2.681513 -2.917074 0.243 0.242 -0.029 -0.348
C 1.897979 4.936374 0.324179 -0.166 -0.518 -0.764 -0.291
S 2.575588 4.498169 -1.334902 -0.381 1.132 0.604 0.236
O 2.019372 3.142713 -1.577574 -0.122 -0.473 -0.441 -0.374
C 1.562627 5.664544 -2.367675 1.097 -0.989 -0.847 -0.712
H 2.205129 5.934000 0.592658 0.301 0.271 0.222 0.522
H 2.309122 4.155247 0.981862 -0.140 0.456 -0.124 -0.032
H 0.798148 4.894985 0.311798 0.314 -0.133 -0.146 -0.107
H 2.064813 5.959329 -3.322434 -0.046 -0.211 1.043 0.323
H 1.185445 6.496017 -1.828337 -0.148 0.785 0.569 0.215
H 0.763756 5.011502 -2.643919 -0.834 -0.341 -0.140 0.222
C -0.142878 2.850026 4.041733 -0.726 -1.010 0.920 -0.205
S -0.777534 2.678196 5.806050 -0.373 -0.262 -1.585 0.382
O -2.268479 2.652260 5.687083 0.235 0.518 0.125 -0.604
C -0.326953 0.963997 5.965152 0.684 -0.639 0.422 -0.572
H -0.500382 3.793143 3.677610 0.285 0.709 -0.039 0.178
H -0.612761 2.081049 3.413141 0.051 -0.062 0.363 -0.065
H 0.930937 2.699959 4.047941 0.192 0.383 -0.061 0.125
H 0.769699 0.904917 6.119573 -0.599 -0.114 -0.179 0.245
H -0.677015 0.349697 5.130819 0.176 0.339 -0.183 -0.002
H -0.849585 0.570210 6.837375 0.116 0.241 0.191 0.450
C -0.967516 1.591822 -1.288089 0.905 0.292 0.277 -0.477
S 0.039252 1.430341 0.254688 0.609 -1.498 -0.976 0.644
O -0.665175 0.401388 1.108887 -0.237 0.588 0.105 -0.806
C 1.357015 0.330057 -0.501487 -1.261 0.432 -0.228 -0.260
H -1.738212 0.854241 -1.164775 -0.340 -0.463 0.023 -0.131
H -0.338216 1.389233 -2.177482 -0.399 0.375 0.512 0.326
H -1.436173 2.577423 -1.288524 0.193 -0.044 -0.200 0.264
H 1.974672 0.830422 -1.223947 0.315 0.619 -0.049 0.307
H 0.766894 -0.409807 -1.080451 0.350 -0.028 0.797 -0.202
H 1.936577 -0.048270 0.336190 -0.130 -0.338 -0.069 0.077
C 4.489449 -0.200480 5.150283 0.900 -0.032 0.341 -0.945
S 3.344005 1.115907 4.722499 -0.140 -0.142 -0.285 0.794
O 3.761371 2.357951 5.418466 0.152 0.104 -0.047 -0.698
C 3.809259 1.226411 2.961560 -0.712 -0.263 0.954 -0.309
H 5.527444 0.068628 4.795924 -1.058 -0.354 0.496 0.310
H 4.126437 -1.115934 4.671235 0.164 0.125 -0.092 0.236
H 4.460440 -0.358340 6.256808 0.077 0.337 -0.911 0.343
H 4.852940 1.497916 2.878363 0.151 0.104 -0.152 0.456
H 3.117683 1.947535 2.529889 0.225 0.133 -0.123 -0.231
H 3.574428 0.236953 2.578641 0.184 -0.159 -0.336 0.094
C 1.351608 -3.258461 3.860396 -0.614 -1.028 -1.169 -0.976
S 1.652765 -3.209975 1.995096 -0.571 -0.467 1.754 0.902
O 2.879895 -2.387717 1.976620 0.970 0.707 -0.687 -0.733
C 2.207682 -4.928081 1.720544 -0.959 0.389 -1.404 -1.005
H 0.392430 -3.747307 4.082547 0.380 -0.132 -0.043 0.389
H 1.264318 -2.243844 4.204866 0.137 0.570 -0.214 0.171
H 2.207156 -3.750416 4.326379 -0.122 -0.028 -0.100 0.332
H 1.450350 -5.650363 1.983757 -0.278 -0.115 0.532 0.386
H 3.132823 -5.064286 2.212589 0.925 -0.210 0.701 0.394
H 2.341312 -5.092583 0.628953 0.044 0.497 0.550 0.144
N -1.476356 -5.017704 -1.000192 1.254 -1.197 0.021 0.258
C -2.248288 -6.180003 -0.871828 0.978 0.721 -0.471 -0.521
C -3.333705 -5.850757 -0.125560 -1.343 -1.816 0.388 -0.763
C -3.204758 -4.538278 0.265129 0.576 3.115 0.603 -0.347
C -2.021526 -3.990840 -0.239212 -1.344 -2.507 -0.737 -0.817
H -0.472243 -5.089566 -1.268582 -1.050 0.278 -0.011 0.149
H -1.948211 -7.133075 -1.301933 0.019 0.468 0.056 0.430
H -4.192571 -6.496168 0.147056 0.887 0.426 -0.317 0.360
H -3.896625 -3.940043 0.845154 -0.111 -0.242 -0.080 0.514
H -1.685720 -3.001326 -0.395914 0.383 0.846 0.474 0.860
N -1.903119 6.001793 1.574310 0.935 0.498 1.385 -0.010
C -2.361418 5.381032 0.462506 -0.036 0.162 -0.612 -0.571
C -1.948774 6.140619 -0.606165 0.311 1.124 0.324 0.016
C -1.213071 7.275319 -0.097558 -0.243 -1.571 0.634 -0.858
C -1.152819 7.123369 1.264943 -0.338 0.110 0.286 -0.483
H -2.014784 5.689406 2.530196 -0.124 -0.112 -0.373 0.244
H -2.939766 4.467150 0.518040 0.082 0.209 -0.033 0.209
H -2.193537 6.071486 -1.638789 -0.192 -0.554 -0.493 0.503
H -0.703553 8.011711 -0.659544 0.189 0.634 -0.464 0.541
H -0.669611 7.735704 2.049047 -0.505 -0.591 -0.652 0.377
N -1.268691 -3.083023 -3.635768 -0.556 0.302 0.446 0.250
C -0.790926 -3.652209 -4.794671 -0.215 -1.180 1.881 -0.566
C -0.292322 -2.680384 -5.577571 0.202 0.043 -0.543 -0.880
C -0.521872 -1.459259 -4.928549 0.052 0.623 0.020 -0.170
C -1.144315 -1.720255 -3.737576 0.313 0.208 0.130 -1.153
H -1.637008 -3.549613 -2.798570 0.211 0.003 -0.867 0.163
H -0.709969 -4.720337 -4.831292 -0.118 -0.230 -0.259 0.416
H 0.230611 -2.872092 -6.485591 0.083 0.158 -0.583 0.702
H -0.234573 -0.510719 -5.318461 0.031 0.600 -0.081 0.745
H -1.446222 -1.008687 -2.972159 -0.071 -0.463 -0.099 0.450
N -4.318120 1.659788 -2.075585 -0.550 0.743 -0.734 0.165
C -4.209443 0.414598 -1.510616 -0.488 -0.022 -0.503 -1.008
C -4.307057 0.573275 -0.147551 0.570 0.058 -0.206 -0.202
C -4.424629 1.968406 0.038716 -0.135 0.187 1.269 -0.338
C -4.517655 2.633347 -1.134403 0.574 -0.933 -0.178 -1.023
H -4.461470 1.878857 -3.039620 0.101 -0.472 -0.437 0.221
H -4.165928 -0.419948 -2.201831 0.099 -0.081 0.466 0.568
H -4.227470 -0.135484 0.677186 -0.020 0.050 -0.598 0.564
H -4.349118 2.447159 0.972108 -0.355 0.406 1.122 0.658
H -4.694596 3.672666 -1.346732 0.160 -0.015 -0.203 0.456
N -2.834350 -0.529883 3.110864 -0.613 -0.362 -0.463 0.945
C -3.448418 0.242367 4.042601 0.916 0.059 0.892 -0.752
C -4.057229 -0.610851 4.922405 -1.550 0.941 1.838 -0.636
C -3.939240 -1.937320 4.470097 0.778 0.964 -0.989 -0.774
C -3.198660 -1.832475 3.326261 1.166 -0.876 -1.115 -0.512
H -2.296773 -0.162545 2.340488 0.229 -0.169 -0.188 -0.013
H -3.130956 1.259897 4.219780 -0.441 0.082 -0.215 0.566
H -4.579098 -0.260622 5.836524 0.462 -0.368 -0.779 0.371
H -4.235371 -2.862504 4.871408 -0.589 -0.689 0.584 0.495
H -2.833417 -2.619959 2.661875 -0.171 0.354 0.242 0.535
```
Forces are in eV/Å.

Computed properties:
ΔE to the lowest compared entry with this formula, charge and spin: 0.000 eV
Kohn-Sham gap: 7.77 eV
E_HOMO: -7.5756 eV

Entry 3:
Formula: C25H40F2IN2O5
Source: the OMol25 dataset
Level of theory: ωB97M-V/def2-TZVPD

```
75
Properties=species:S:1:pos:R:3:forces:R:3:mulliken_charge:R:1
C 0.619889 4.253213 -1.443859 -0.151 -0.657 -1.269 -0.606
C 1.437128 4.661013 -2.752853 0.964 0.868 -1.891 0.860
C 0.698578 5.534256 -3.831419 3.590 -0.491 -1.346 -0.725
C 1.427575 6.027718 -5.134330 2.267 -2.567 3.184 -0.493
C 2.912079 5.606248 -5.318831 -1.649 -1.261 3.089 -0.461
C 3.620515 4.700179 -4.259576 -3.297 1.051 0.317 -0.758
C 2.902840 4.208038 -2.946333 -1.384 2.302 -3.555 0.849
C 3.783847 3.333523 -1.950538 0.353 2.284 -0.408 -1.419
N 2.997731 2.246861 -1.231564 0.866 -1.113 -3.293 0.933
N 2.770861 2.529693 0.040553 -2.074 -3.571 1.624 -0.750
C 2.072732 1.579681 0.809109 -0.167 -0.697 -1.563 0.211
C 1.811915 1.853035 2.385057 0.686 -0.135 -0.796 -0.638
C 3.123971 1.467990 3.243423 0.556 -0.659 0.300 0.291
C 3.672564 -0.019060 2.946800 0.351 -0.330 0.550 -0.868
F 4.224788 2.401212 3.024095 -1.971 -1.246 -0.011 -0.364
C 1.567418 0.287578 0.128665 1.007 0.640 -1.864 0.346
F 0.835737 -0.647996 0.912520 1.856 2.383 -2.097 -0.189
C 1.840556 -0.023946 -1.363318 1.272 2.662 2.215 0.567
C 1.338491 -1.341299 -2.102173 -0.881 0.972 1.221 -0.847
C -0.029445 -0.935196 -2.905363 -0.471 -0.409 -0.134 -0.002
O -0.425236 0.444209 -2.689764 0.088 -0.733 0.607 -0.492
C 2.677349 1.129126 -2.057847 -2.189 -1.734 3.742 -0.204
I 3.222634 0.855719 -4.145128 -0.481 0.431 1.933 0.267
H -0.471000 4.574139 -1.616513 1.748 -0.317 0.601 0.402
H 1.073162 4.657117 -0.479633 -0.705 -0.350 -1.377 0.253
H 0.601418 3.097086 -1.381095 -0.066 1.814 -0.034 -0.101
H -0.395302 5.856321 -3.729932 1.848 -0.718 0.212 0.239
H 0.921921 6.683113 -5.915920 0.684 -1.085 1.336 0.339
H 3.515716 5.945459 -6.225787 -1.034 -0.565 1.464 0.327
H 4.699885 4.399322 -4.472654 -1.657 0.427 0.426 0.266
H 4.238335 4.066479 -1.179461 -0.979 -1.579 -0.841 0.419
H 4.676077 2.910137 -2.529147 -1.498 0.234 0.886 0.467
H 1.499130 2.948546 2.577333 0.632 -1.795 -0.526 0.380
H 0.965066 1.153556 2.704483 1.201 0.963 -0.295 0.190
H 2.897016 1.527404 4.368572 0.108 0.202 -1.830 0.336
H 4.741145 -0.020532 2.509697 -1.822 0.305 0.556 0.323
H 3.756552 -0.607196 3.939853 -0.212 1.034 -1.599 0.267
H 2.987720 -0.631806 2.269884 0.884 0.942 0.866 0.096
H 2.140896 -1.781387 -2.786189 -1.132 0.687 1.106 0.430
H 1.008118 -2.072323 -1.268474 0.947 1.051 -1.408 0.186
H 0.160716 -1.070236 -4.026548 -0.417 0.323 1.667 0.289
H -0.916563 -1.595376 -2.572646 1.641 0.694 -0.663 0.030
H -0.942758 0.525083 -1.851060 0.565 -0.331 -1.098 0.304
C -5.747053 -4.253459 -0.621618 -0.023 -0.187 0.040 -0.686
O -5.130610 -5.246639 -1.430178 0.078 0.434 -0.088 -0.375
C -4.900811 -4.795972 -2.763717 0.261 -0.454 0.221 -0.533
C -3.437871 -4.424515 -2.976203 -0.391 0.347 -0.262 -0.523
O -3.082628 -3.263135 -2.223911 0.188 -0.193 0.269 -0.363
C -2.348680 -3.585064 -1.052190 -0.073 0.144 -0.146 -0.844
H -5.710000 -4.587951 0.416148 0.000 -0.085 -0.108 0.245
H -5.231079 -3.292629 -0.696209 -0.028 0.007 -0.048 0.276
H -6.794527 -4.134176 -0.914018 -0.005 0.119 0.038 0.330
H -5.559821 -3.957203 -3.012494 0.120 0.017 0.035 0.331
H -5.152163 -5.628266 -3.428068 0.032 0.045 -0.039 0.374
H -3.289371 -4.175629 -4.032462 -0.014 -0.045 0.034 0.375
H -2.779974 -5.265681 -2.733672 -0.098 0.029 0.080 0.358
H -1.334991 -3.899846 -1.325488 0.049 -0.122 0.111 0.320
H -2.834840 -4.372271 -0.472140 0.037 -0.023 -0.021 0.489
H -2.281882 -2.687382 -0.433334 -0.049 0.014 -0.080 0.221
C -2.934885 -1.473871 6.113507 -0.036 -0.141 0.076 -0.672
O -2.321674 -2.468518 5.303292 0.080 0.417 -0.194 -0.387
C -2.094171 -2.018821 3.970209 0.256 -0.472 0.298 -0.775
C -0.630832 -1.649687 3.754126 -0.376 0.405 -0.137 0.298
O -0.271145 -0.488633 4.503946 0.123 -0.251 0.020 -0.358
C 0.466855 -0.811009 5.675799 0.033 0.179 0.009 -0.765
H -2.896050 -1.808332 7.151005 0.006 -0.080 -0.119 0.247
H -2.417502 -0.514083 6.037809 -0.024 -0.007 -0.039 0.270
H -3.982862 -1.352894 5.823396 -0.006 0.108 0.034 0.324
H -2.752501 -1.178886 3.722599 0.113 0.029 0.036 0.367
H -2.348512 -2.851305 3.306530 0.025 0.023 -0.053 0.346
H -0.484697 -1.401293 2.697705 -0.051 -0.078 0.034 -0.136
H 0.026473 -2.491798 3.995319 -0.097 0.022 0.078 0.374
H 1.478916 -1.128289 5.401676 0.016 -0.093 0.094 0.243
H -0.019737 -1.596246 6.257848 0.015 -0.015 -0.052 0.417
H 0.536853 0.086783 6.292697 -0.041 -0.019 -0.122 0.263
```
Forces are in eV/Å.

Computed properties:
Kohn-Sham gap: 6.75 eV
E_HOMO: -11.1539 eV
total charge: +1